Formula: C27H26N3S
Source: the OMol25 dataset
Level of theory: the ωB97M-V functional and the def2-TZVPD basis

Calculated values
HOMO in eV: -10.01
Frontier orbital gap in eV: 5.52
Total charge: +1

Atoms and positions in Å:
C (1.03651, 4.12663, 1.10287)
C (-0.10731, 0.11496, -3.32434)
H (6.04381, -3.94409, 1.26230)
H (0.13977, 4.17005, 1.73130)
N (1.61190, 3.08770, -1.05639)
C (1.15580, 2.12278, -1.95606)
C (1.09117, 0.65685, -3.82272)
C (-0.31570, 2.29117, -0.17265)
C (1.75664, 1.66939, -3.12087)
H (1.49846, 0.28251, -4.76178)
C (3.79003, -0.78995, 1.09674)
C (1.00081, -3.23504, 1.06757)
H (-2.97717, 0.75852, 2.39973)
C (-0.04872, 1.59088, -1.43785)
C (-1.34089, 2.07044, 0.74141)
H (2.45085, 3.64847, -1.17867)
H (-5.00794, -0.53104, 1.75615)
H (7.05883, -1.67158, 1.32535)
H (5.58232, 0.37436, 1.22249)
C (-0.67019, 0.55268, -2.11627)
H (-1.58768, 0.12531, -1.70739)
C (1.29451, -0.78843, 0.92386)
H (-2.78687, 2.43418, -1.55965)
C (0.77297, 3.19649, -0.00107)
C (4.01212, -3.22487, 1.17448)
N (1.83671, -2.03250, 1.10618)
H (-1.72951, -1.18790, 1.51247)
H (-1.33311, -1.81332, -0.09185)
C (-3.36829, 0.80949, 1.37976)
C (5.40349, -3.06528, 1.23514)
C (-4.50959, 0.11032, 1.02560)
H (3.54226, -4.21154, 1.16412)
H (-5.93957, -1.28223, -1.53822)
N (0.05295, -0.51901, 0.76106)
C (-2.63406, 1.55008, 0.41529)
C (5.17222, -0.63527, 1.19704)
S (2.57015, 0.43356, 0.91333)
C (-6.20631, -0.62217, -0.70197)
C (-0.39128, -2.87678, 1.53314)
H (1.44961, -3.99052, 1.71367)
H (-6.56574, -1.25297, 0.11636)
C (-3.25908, 1.75749, -0.84606)
C (-0.91453, -1.60206, 0.90585)
H (-4.92234, 1.29545, -2.13159)
H (-7.04365, -0.00086, -1.04271)
C (-5.03485, 0.20807, -0.27098)
H (2.69539, 2.11301, -3.44464)
H (1.88527, 3.79027, 1.72223)
C (-4.45093, 1.11689, -1.16380)
H (1.26398, 5.13103, 0.71040)
C (5.97540, -1.78365, 1.26088)
H (-0.39853, -2.75307, 2.61858)
C (3.23106, -2.07259, 1.11637)
H (0.97838, -3.62865, 0.04140)
H (-1.06688, -3.69562, 1.29119)
H (-1.12288, 2.28597, 1.79043)
H (-0.61979, -0.66397, -3.88720)

Mulliken atomic charge list, values in e, 6 entries: C -1.464; C -1.059; H 0.389; H 0.354; N 0.245; C -0.728

Formula: C5H5BrSSe
Source: the OMol25 dataset
Level of theory: the ωB97M-V functional and the def2-TZVPD basis

Calculated values
HOMO in eV: -8.32
Frontier orbital gap in eV: 8.92

Atoms and positions in Å:
S (0.12181, 2.59676, 0.82579)
H (-0.70066, -2.27709, -0.71258)
H (1.66836, 1.03728, 2.01195)
C (-0.54738, 2.03798, -0.68220)
C (1.09888, 1.18748, 1.12822)
H (-0.53361, -3.06909, 0.87215)
C (-0.49438, -2.13860, 0.30702)
H (-0.82311, -1.15019, 0.68911)
Se (1.29518, -1.59598, 0.07331)
C (-0.04667, 0.80506, -0.94822)
C (0.84462, 0.29676, 0.14050)
Br (-0.47398, -0.21262, -2.49464)
H (-1.40906, 2.48226, -1.21040)

Mulliken atomic charge list, values in e, 6 entries: S -0.148; H 0.226; H 0.473; C -0.132; C -0.298; H 0.327

Formula: C41H33Br3CsN13O7S
Source: the OMol25 dataset
Level of theory: the ωB97M-V functional and the def2-TZVPD basis

Calculated values
HOMO (alpha / beta) in eV: -0.95 / -0.95
Frontier orbital gap (alpha / beta) in eV: 3.23 / 3.23
Total charge: -2

Atoms and positions in Å:
C (4.59209, 6.40735, -4.24816)
C (2.65288, 3.83428, -1.92559)
C (-3.97889, 1.93954, 2.29047)
C (-8.94667, 1.87962, -0.58547)
H (1.72146, 1.32651, 4.15221)
N (2.33006, -0.92302, -3.89061)
H (-0.26123, -2.05535, -2.10367)
C (-2.29921, -6.68995, -1.15872)
C (5.97056, -1.70556, 4.33231)
H (-5.66538, 1.42512, 3.44086)
H (2.05578, -3.69988, -1.14991)
H (4.92199, -2.56123, -2.88173)
H (-0.21009, -3.95630, 5.05247)
C (-4.29228, 3.30845, 2.07158)
O (4.50093, 7.80268, -6.14108)
H (5.96618, 6.83432, -2.54809)
C (-0.32343, -3.54916, 4.04428)
C (3.58185, 0.91482, 5.23216)
N (5.05763, 7.53393, -5.02409)
C (3.73059, 5.51689, -4.90662)
C (-4.55170, -0.31508, 2.83509)
H (0.10374, -3.17682, -4.06882)
H (3.45565, 1.71148, 5.92974)
H (-3.16853, -1.75209, 2.03170)
H (0.65759, -3.30463, 3.70471)
C (-8.67444, 2.85009, -1.54189)
H (-0.95751, -1.04006, -3.18543)
N (2.61627, -0.39968, 3.45988)
C (3.69876, -1.19375, 3.49585)
H (-2.82810, -7.31076, 2.77338)
N (7.67244, -0.56767, -1.85916)
C (-1.36765, -4.92905, 0.85888)
C (3.53449, -2.32182, -1.36289)
Br (-8.72750, 2.40443, -3.35693)
H (7.89798, -1.19696, -1.10123)
O (-0.31652, -3.67026, -0.82392)
C (-1.62222, -5.53722, -1.50048)
H (-7.07553, 5.26931, 0.24303)
O (3.12411, -1.61491, -0.38793)
N (0.47039, -2.24025, -3.92158)
H (-3.51147, 5.27395, 1.80332)
N (-0.92158, -4.10784, 1.80808)
C (-1.98851, 3.74555, 1.46275)
S (2.73307, -3.45065, -4.80238)
O (9.44451, 0.61128, -3.02106)
H (-2.74200, -7.31876, -1.94864)
C (-4.82476, 1.05219, 2.96156)
C (-2.27348, -6.43085, 2.56038)
C (-1.06207, -4.63576, -0.55227)
Br (-3.55342, -8.61901, 0.31166)
C (4.70070, 5.06035, -2.27057)
C (8.57715, 0.14910, -2.34304)
N (7.01379, -2.22162, 4.44495)
H (2.40345, 3.88652, -4.61565)
H (-8.06179, 4.82811, -1.90783)
N (-2.57999, 0.12426, 1.51607)
H (-0.92166, -2.57010, 4.10354)
C (-1.03626, -4.43336, 3.05645)
O (-0.46006, 1.88337, 1.18812)
Br (-1.29085, -5.33645, -3.27213)
C (5.23005, 6.13747, -2.96467)
C (-8.11790, 4.08427, -1.18106)
C (3.56650, 4.40857, -2.80807)
N (-5.54005, 3.77288, 1.94383)
Cs (0.51528, -1.10672, 0.84113)
C (-1.84403, -5.51500, 3.50310)
H (3.35623, -0.86065, -3.74131)
C (-7.49565, 4.25474, 0.04947)
H (-1.20581, 4.44167, 1.17181)
H (5.06879, -1.11660, -1.81556)
C (1.81576, -2.13820, -4.16965)
C (-3.24658, 4.17394, 1.85512)
N (-0.07218, -1.48938, -2.93545)
H (5.42622, 0.26136, 6.12644)
N (-6.45224, 2.86850, 1.84499)
N (4.51054, -1.90322, -2.23352)
C (3.18185, 4.48517, -4.19143)
C (-1.61419, 2.35509, 1.36307)
O (1.88835, 3.05514, -1.47765)
C (4.72504, 0.14147, 5.26122)
H (1.78970, -0.22511, -3.36327)
H (-8.22120, 1.16026, 1.27714)
C (-2.78453, 1.40062, 1.67212)
H (5.11695, 4.73894, -1.34887)
C (2.62769, 0.69398, 4.22163)
C (-7.49254, 3.16260, 0.94384)
H (-2.05559, -5.65694, 4.57544)
H (3.72907, -1.93068, 2.69434)
O (5.94878, 8.29122, -4.58254)
H (-5.15545, -1.17182, 3.21545)
C (-2.47099, -7.06440, 0.17853)
H (2.80367, -3.82054, -2.65976)
C (-3.45344, -0.70682, 2.13988)
C (-8.31802, 2.03764, 0.62494)
N (2.92661, -3.50773, -1.66738)
C (-2.05586, -6.19119, 1.19941)
C (4.77815, -0.99128, 4.39927)
H (-9.58604, 1.02606, -0.77734)
H (3.48578, 5.70704, -5.94253)

Mulliken atomic charge list, values in e, 6 entries: C -0.260; C 0.495; C 0.408; C -0.431; H 0.366; N -0.345

Results for M: 424.6, 256.0, 1224.5 (in g/mol, following the order of the records).
Results for relative energy (zero: lowest compared OMol25 entry of this formula, charge and spin): 3.22, 0.00, 107.17 (in kJ/mol, following the order of the records).